Computed, not measured: 4 unconnected molecules or ions with the total composition C35H74F3N5O19P3S, with wB97M-V/def2-TZVPD.

Summary:
Frontier orbital gap = 0.21428 hartree
Multiplicity = 1
Total charge = +1
HOMO = -10.8 eV
Strongest force on any atom = 10.31 eV Å⁻¹

Geometry (Å):
C1 7.040 -1.239 0.194
C2 5.422 -1.368 -0.221
C3 4.889 -2.723 0.497
C4 3.388 -3.222 0.195
C5 2.803 -3.054 -1.327
S1 3.846 -4.011 -2.547
O1 3.473 -3.791 -4.054
O2 5.381 -3.716 -2.486
C6 3.729 -5.908 -2.324
F1 2.425 -6.462 -2.770
F2 4.179 -6.365 -0.990
F3 4.746 -6.452 -3.301
C7 1.356 -3.900 -1.254
N1 0.766 -3.837 -2.678
C8 0.220 -2.439 -2.756
N2 -1.146 -2.133 -2.854
C9 -2.231 -3.225 -2.963
C10 -2.738 -3.823 -1.535
N3 -1.750 -4.715 -0.808
C11 -1.716 -0.726 -2.889
C12 -1.550 0.140 -1.512
C13 -1.812 -0.678 -0.119
C14 -3.380 -0.538 0.444
N4 -3.507 -0.835 1.922
C15 -2.612 -1.971 2.373
C16 -3.250 0.393 2.778
C17 -4.586 1.265 3.240
O3 -2.060 0.813 3.217
N5 1.269 -1.366 -2.724
C18 1.472 -0.579 -3.944
C19 2.820 -0.766 -4.828
O4 2.753 -1.520 -5.961
O5 4.150 -0.153 -4.551
C20 4.066 1.332 -4.660
C21 3.753 2.305 -3.349
O6 4.268 1.952 -5.855
C22 2.387 -1.533 -1.768
C23 1.986 -0.544 -0.475
O7 2.007 0.848 -1.039
C24 2.274 1.810 0.044
C25 1.130 1.884 1.212
C26 -0.155 2.865 0.853
H1 7.087 -0.745 1.257
H2 7.540 -2.319 0.265
H3 7.646 -0.630 -0.633
H4 5.417 -1.357 -1.390
H5 4.945 -0.362 0.139
H6 5.658 -3.588 0.249
H7 4.987 -2.555 1.675
H8 2.680 -2.763 1.040
H9 3.358 -4.396 0.417
H10 1.510 -4.995 -0.870
H11 0.589 -3.286 -0.577
H12 0.085 -4.604 -2.700
H13 -1.842 -4.154 -3.605
H14 -3.192 -2.847 -3.544
H15 -3.132 -3.041 -0.759
H16 -3.674 -4.524 -1.780
H17 -2.196 -4.878 0.144
H18 -1.815 -5.676 -1.260
H19 -2.888 -0.738 -3.122
H20 -1.261 -0.050 -3.762
H21 -0.531 0.711 -1.579
H22 -2.390 0.989 -1.554
H23 -1.434 -1.785 -0.150
H24 -1.154 -0.134 0.716
H25 -3.646 0.614 0.291
H26 -4.148 -1.146 -0.235
H27 -2.933 -2.476 3.385
H28 -1.477 -1.636 2.505
H29 -2.573 -2.854 1.571
H30 -5.035 1.740 2.267
H31 -4.340 2.077 4.073
H32 -5.335 0.487 3.731
H33 1.385 0.581 -3.680
H34 0.560 -0.787 -4.687
H35 4.186 1.829 -2.344
H36 2.575 2.348 -3.175
H37 4.181 3.410 -3.490
H38 3.406 -1.038 -2.150
H39 2.791 -0.533 0.369
H40 0.964 -0.828 0.015
H41 2.352 2.899 -0.429
H42 3.329 1.640 0.578
H43 1.650 2.391 2.160
H44 0.727 0.851 1.587
H45 0.041 3.993 1.190
H46 -1.124 2.508 1.454
H47 -0.395 2.829 -0.292
C27 -8.609 -0.216 -1.706
O8 -7.756 0.104 -2.790
P1 -6.894 -1.266 -3.400
O9 -5.790 -1.043 -2.362
O10 -6.534 -0.391 -4.752
C28 -7.610 0.245 -5.425
O11 -6.032 -2.637 -4.009
C29 -6.288 -3.033 -5.339
H48 -9.106 0.697 -1.368
H49 -9.366 -0.933 -2.033
H50 -8.032 -0.635 -0.877
H51 -7.648 1.296 -5.130
H52 -8.565 -0.242 -5.204
H53 -7.428 0.186 -6.502
H54 -5.720 -2.408 -6.033
H55 -7.358 -2.971 -5.565
H56 -5.957 -4.068 -5.467
C30 -6.801 3.863 6.881
O12 -6.235 4.625 5.830
P2 -7.330 4.882 4.516
O13 -6.902 3.552 3.890
O14 -6.330 6.073 3.965
C31 -5.936 7.077 4.890
O15 -8.426 5.139 3.202
C32 -8.807 6.468 2.917
H57 -6.050 3.732 7.664
H58 -7.661 4.394 7.298
H59 -7.111 2.880 6.516
H60 -4.939 6.842 5.271
H61 -6.646 7.159 5.719
H62 -5.898 8.036 4.365
H63 -8.032 6.962 2.325
H64 -8.989 7.027 3.841
H65 -9.725 6.450 2.325
C33 7.712 3.387 3.711
O16 8.281 2.177 4.177
P3 9.515 1.563 3.131
O17 8.456 0.837 2.297
O18 10.001 0.565 4.352
C34 10.244 1.155 5.621
O19 10.748 0.949 2.085
C35 12.059 0.857 2.601
H66 6.937 3.704 4.413
H67 8.484 4.160 3.660
H68 7.263 3.243 2.724
H69 9.372 1.004 6.261
H70 10.464 2.224 5.531
H71 11.106 0.658 6.075
H72 12.163 -0.049 3.203
H73 12.303 1.739 3.203
H74 12.761 0.792 1.766

Here are the Löwdin charges for atoms 1 to 99, given in e: number 1, C, carries -0.119; number 2, C, carries -0.249; number 3, C, carries -0.212; number 4, C, carries -0.168; number 5, C, carries -0.338; number 6, S, carries 0.919; number 7, O, carries -0.331; number 8, O, carries -0.321; number 9, C, carries -0.271; number 10, F, carries 0.009; number 11, F, carries 0.018; number 12, F, carries 0.016; number 13, C, carries -0.134; number 14, N, carries 0.071; number 15, C, carries -0.068; number 16, N, carries 0.004; number 17, C, carries -0.091; number 18, C, carries -0.237; number 19, N, carries -0.044; number 20, C, carries -0.123; number 21, C, carries -0.151; number 22, C, carries -0.179; number 23, C, carries -0.162; number 24, N, carries -0.159; number 25, C, carries -0.112; number 26, C, carries -0.299; number 27, C, carries -0.030; number 28, O, carries -0.054; number 29, N, carries -0.027; number 30, C, carries -0.065; number 31, C, carries -0.184; number 32, O, carries 0.033; number 33, O, carries -0.011; number 34, C, carries -0.236; number 35, C, carries -0.020; number 36, O, carries 0.006; number 37, C, carries -0.154; number 38, C, carries -0.099; number 39, O, carries -0.243; number 40, C, carries -0.216; number 41, C, carries -0.211; number 42, C, carries -0.129; number 43, H, carries 0.060; number 44, H, carries 0.089; number 45, H, carries 0.097; number 46, H, carries 0.094; number 47, H, carries 0.094; number 48, H, carries 0.121; number 49, H, carries 0.142; number 50, H, carries 0.144; number 51, H, carries 0.129; number 52, H, carries 0.144; number 53, H, carries 0.135; number 54, H, carries 0.094; number 55, H, carries 0.148; number 56, H, carries 0.140; number 57, H, carries 0.095; number 58, H, carries 0.143; number 59, H, carries 0.089; number 60, H, carries 0.095; number 61, H, carries 0.146; number 62, H, carries 0.138; number 63, H, carries 0.092; number 64, H, carries 0.137; number 65, H, carries 0.076; number 66, H, carries 0.098; number 67, H, carries 0.139; number 68, H, carries 0.118; number 69, H, carries 0.108; number 70, H, carries 0.100; number 71, H, carries 0.083; number 72, H, carries 0.090; number 73, H, carries 0.103; number 74, H, carries 0.100; number 75, H, carries 0.139; number 76, H, carries 0.160; number 77, H, carries 0.095; number 78, H, carries 0.085; number 79, H, carries 0.117; number 80, H, carries 0.166; number 81, H, carries 0.118; number 82, H, carries 0.116; number 83, H, carries 0.144; number 84, H, carries 0.134; number 85, H, carries 0.128; number 86, H, carries 0.093; number 87, H, carries 0.092; number 88, H, carries 0.071; number 89, H, carries 0.066; number 90, C, carries -0.141; number 91, O, carries -0.264; number 92, P, carries 0.748; number 93, O, carries -0.300; number 94, O, carries -0.270; number 95, C, carries -0.124; number 96, O, carries -0.277; number 97, C, carries -0.147; number 98, H, carries 0.097; number 99, H, carries 0.082